No. 1
113
Properties=species:S:1:pos:R:3:forces:R:3 method="wB97M-V/def2-TZVPD" homo_ev="-9.460 / -10.503" spin_multiplicity=3 charge=+1 gap_ev="6.569 / 7.144" s2=2.02
Ti 0.44646 1.44856 0.10562 -0.26 2.22 -2.03
C 2.42166 4.59676 -0.60908 0.34 0.15 -0.06
O 1.33836 3.75966 -0.28348 -0.62 -0.23 0.28
Si -0.21924 4.37036 0.01362 -0.23 0.22 0.24
C -0.16634 4.78886 1.89222 -0.14 -0.22 -0.73
C -0.36624 6.03046 -0.92288 -0.01 -0.76 0.18
C -1.19674 2.80996 -0.45758 -0.38 0.76 -0.03
Si -1.15464 2.63746 -2.38128 -0.02 0.01 -0.62
C -1.49364 0.85426 -3.00108 -0.05 0.64 0.39
C 0.59646 2.98896 -3.09528 -0.45 -0.08 0.56
C -2.31534 3.83706 -3.31528 0.30 -0.47 0.52
Si -3.02024 3.04896 0.16232 -0.50 0.23 0.04
C -3.52584 4.89456 0.05372 0.32 -0.65 -0.07
C -3.42134 2.63656 2.00052 0.45 0.01 -0.61
C -4.39584 2.13056 -0.79428 0.66 0.16 0.25
H 2.10116 5.37326 -1.29938 0.07 0.07 -0.09
H 3.20596 4.00956 -1.09138 -0.05 0.06 0.00
H 2.83086 5.07056 0.28712 0.07 0.02 0.01
H 0.08956 5.83216 2.05612 0.08 0.17 -0.08
H 0.57636 4.18066 2.41182 0.05 -0.03 -0.04
H -1.11924 4.62276 2.37882 -0.28 -0.04 0.15
H 0.30096 6.78056 -0.50428 0.16 0.00 0.14
H -1.36774 6.43666 -0.86238 -0.27 0.01 0.06
H -0.12814 5.92586 -1.97778 0.04 -0.06 -0.19
H -0.79834 0.13126 -2.57168 0.02 -0.06 0.02
H -1.37254 0.81746 -4.07918 0.14 0.15 -0.25
H -2.50664 0.53136 -2.79248 -0.19 -0.10 0.10
H 1.37086 2.73986 -2.37138 0.12 0.05 -0.17
H 0.72236 4.03316 -3.36248 0.00 0.29 0.05
H 0.77326 2.40136 -3.99088 -0.11 -0.09 -0.13
H -3.35684 3.69286 -3.05828 -0.26 -0.03 0.06
H -2.22764 3.69466 -4.38758 0.13 -0.13 -0.22
H -2.07234 4.87246 -3.10418 0.12 0.23 0.09
H -2.92584 5.52606 0.69972 0.17 0.19 0.18
H -4.55904 5.01656 0.36272 -0.22 -0.11 0.12
H -3.45114 5.27786 -0.95658 0.06 0.10 -0.28
H -2.90124 3.27496 2.70752 0.17 0.18 0.15
H -3.24554 1.60076 2.27232 0.05 -0.19 0.05
H -4.48124 2.81866 2.15212 -0.24 0.08 -0.13
H -4.29034 2.20226 -1.86838 0.02 -0.03 -0.29
H -5.34944 2.57506 -0.53008 -0.17 0.22 0.11
H -4.45504 1.08106 -0.53538 0.01 -0.19 0.06
Br 3.07316 -0.42524 2.17052 -0.13 0.11 0.56
C 1.61606 0.54766 2.91682 -0.12 0.10 -1.12
C 1.50756 0.52826 4.29142 -0.16 0.13 0.36
C 0.40936 1.11666 4.90352 -0.20 0.09 -1.05
C -0.57224 1.65456 4.06452 0.27 -0.09 0.69
C -0.37584 1.66456 2.70872 0.58 -0.14 -0.61
N 0.72866 1.16046 2.08062 0.34 -0.77 3.38
H 2.27426 0.03956 4.87232 0.05 -0.02 -0.02
H 0.30826 1.12576 5.97532 -0.05 -0.03 0.14
H -1.48894 2.04646 4.47352 -0.11 0.11 -0.05
H -1.11724 2.08026 2.03622 -0.06 0.07 0.10
Ge -1.94864 -0.92594 0.03872 -0.87 -0.45 0.36
C -1.87414 -2.80194 -0.61378 0.32 0.55 0.29
C -1.74724 -3.07684 -1.97158 -0.10 0.20 0.00
C -1.50574 -4.36674 -2.40658 -0.05 -0.03 -0.15
C -1.38014 -5.39604 -1.48838 0.01 -0.08 0.05
C -1.50454 -5.13364 -0.13538 -0.01 -0.16 0.01
C -1.74294 -3.84194 0.29842 -0.13 0.27 0.12
C -2.66314 -0.97474 1.88502 0.46 0.03 -0.53
C -1.84514 -1.20164 2.98492 0.19 -0.06 -0.05
C -2.38074 -1.31594 4.25442 -0.07 -0.01 0.12
C -3.74724 -1.19874 4.44252 0.03 0.04 0.06
C -4.57584 -0.97694 3.35392 -0.10 -0.01 0.08
C -4.03594 -0.87024 2.08542 0.04 -0.03 -0.21
H -2.96214 -0.22284 -0.84068 0.06 0.24 -0.05
H -1.82304 -2.26984 -2.68898 0.01 0.02 -0.11
H -1.41084 -4.57374 -3.46288 0.00 0.00 -0.09
H -1.18244 -6.40234 -1.82728 -0.02 -0.08 -0.03
H -1.41444 -5.93364 0.58352 0.03 -0.10 0.08
H -1.83304 -3.62744 1.35672 0.03 -0.09 0.07
H -0.77784 -1.30584 2.84592 0.02 -0.02 0.04
H -1.72954 -1.50454 5.09532 0.05 -0.02 0.12
H -4.16224 -1.28234 5.43462 -0.09 -0.03 0.11
H -5.64184 -0.89134 3.49862 -0.12 0.01 -0.01
H -4.68284 -0.71064 1.23432 -0.16 0.05 -0.05
C 3.22336 -5.49554 -3.07748 -0.06 -0.03 0.30
C 3.01856 -5.76784 -1.58398 0.11 -0.20 -0.05
C 4.39266 -6.03064 -0.95088 -0.12 0.01 -0.08
C 2.12556 -7.00724 -1.43128 0.12 0.11 -0.05
C 2.36806 -4.60154 -0.85468 -0.04 0.12 -0.14
C 2.25486 -4.65474 0.53822 0.02 -0.01 0.05
C 1.70006 -3.63994 1.29512 -0.10 0.23 0.00
C 1.20046 -2.55594 0.60362 0.21 -0.24 -0.81
O 0.56106 -1.45374 1.06732 -0.26 -0.09 0.08
B 0.17086 -0.67554 -0.07218 0.40 -2.35 -0.05
O 0.66536 -1.35544 -1.21728 -0.26 0.03 0.07
C 1.27766 -2.49304 -0.78928 0.07 -0.12 0.86
C 1.87726 -3.48964 -1.53248 -0.08 0.17 0.05
H 3.73286 -6.34004 -3.53748 0.03 -0.07 -0.01
H 3.83636 -4.61064 -3.22908 0.08 0.14 -0.09
H 2.27356 -5.36394 -3.58968 -0.12 0.06 -0.10
H 4.92126 -6.81304 -1.48978 0.04 -0.11 -0.08
H 4.30226 -6.34274 0.08512 0.04 -0.05 0.12
H 4.99396 -5.12494 -0.98068 0.13 0.09 0.00
H 2.61936 -7.88294 -1.84668 0.06 -0.11 -0.06
H 1.18846 -6.85974 -1.96218 -0.13 0.00 -0.03
H 1.89676 -7.20674 -0.38778 -0.02 -0.05 0.12
H 2.60776 -5.52484 1.06492 0.11 -0.16 0.05
H 1.64856 -3.70754 2.37052 -0.06 0.01 0.11
H 1.93186 -3.39254 -2.60168 0.00 -0.05 -0.21
Br 2.42056 0.14306 -2.86958 0.53 0.13 -0.09
C 3.37336 0.87896 -1.41718 -0.60 -0.07 -0.05
C 4.75676 0.89586 -1.47798 0.21 0.12 0.23
C 5.45556 1.54666 -0.47078 -0.60 0.00 0.01
C 4.72866 2.16056 0.54612 0.11 -0.11 -0.21
C 3.35506 2.04806 0.54262 0.01 0.08 -0.10
N 2.65216 1.40176 -0.41548 0.83 0.00 -0.12
H 5.26226 0.42206 -2.30508 -0.02 0.01 -0.04
H 6.53176 1.58946 -0.48838 0.15 0.00 -0.02
H 5.22766 2.70326 1.33442 -0.04 0.02 0.07
H 2.76526 2.51536 1.32862 0.17 -0.10 -0.16

No. 2
113
Properties=species:S:1:pos:R:3:forces:R:3 method="wB97M-V/def2-TZVPD" homo_ev=-5.230 charge=-1 gap_ev=7.385
Na -0.72324 0.99581 -0.77012 -0.08 -0.15 0.17
C 0.52446 2.65457 -3.89409 0.03 -0.04 -0.02
C 0.04104 1.32516 -4.47281 -0.10 0.03 0.11
C -1.48990 1.30048 -4.54654 0.08 -0.03 0.02
C 0.56235 0.13732 -3.70914 0.05 -0.10 -0.01
C 1.50200 -0.80521 -4.15725 0.00 0.06 -0.02
C 1.59597 -1.74071 -3.14879 -0.04 0.02 -0.04
C 2.50383 -2.94264 -3.17755 -0.06 -0.05 0.14
C 3.50247 -2.94533 -2.01321 -0.01 -0.01 -0.03
C 1.77095 -4.28489 -3.32272 -0.01 0.07 0.01
N 0.74841 -1.35724 -2.15909 -0.08 0.06 0.15
N 0.12783 -0.19515 -2.50469 0.20 -0.23 -0.47
B 0.24224 -2.17278 -0.92452 -0.08 0.09 0.04
N 0.77739 -1.63358 0.44274 0.01 -0.02 0.00
N 0.55547 -0.32644 0.77533 0.16 -0.22 0.08
C 1.15946 -0.11791 1.93569 -0.02 0.03 0.11
C 1.78313 -1.29013 2.37212 0.10 0.04 0.00
C 1.50771 -2.25062 1.41717 -0.09 0.04 0.02
C 1.88400 -3.70795 1.67829 -0.10 0.04 -0.04
C 1.17936 -4.14941 2.97393 -0.02 0.02 -0.01
C 1.64180 -4.79822 0.63928 0.02 0.05 0.01
C 1.05100 1.14424 2.75636 -0.14 0.02 -0.13
C 1.01995 2.43167 1.94104 0.04 -0.11 -0.04
C -0.18933 1.05045 3.65578 0.02 0.04 -0.01
N -1.31675 -2.22139 -0.91731 0.02 -0.01 -0.20
N -2.06757 -1.09406 -0.77115 0.11 -0.18 0.25
C -3.33359 -1.46882 -0.81884 -0.06 -0.05 -0.04
C -3.42941 -2.85759 -1.02165 -0.02 0.06 0.00
C -2.12453 -3.29962 -1.08884 0.01 0.06 0.07
C -1.67240 -4.71752 -1.30173 -0.04 0.01 -0.02
C -2.22251 -5.27014 -2.61860 0.03 0.03 -0.01
C -2.09138 -5.60008 -0.12279 0.02 0.02 0.01
C -4.47635 -0.50645 -0.64132 0.05 0.04 0.06
C -4.04666 0.94877 -0.77130 0.01 -0.08 -0.06
C -5.16399 -0.74622 0.70784 0.00 -0.01 -0.02
H 0.21316 3.48485 -4.53516 0.01 -0.02 0.01
H 0.08682 2.82146 -2.90823 0.01 0.00 -0.04
H 1.61200 2.67439 -3.80196 -0.04 0.01 0.02
H 0.44289 1.22674 -5.48569 -0.02 -0.02 -0.05
H -1.91195 1.47830 -3.55529 0.00 0.00 -0.03
H -1.85711 2.08208 -5.21640 0.01 0.01 0.03
H -1.85311 0.33381 -4.90147 0.00 0.02 0.00
H 2.03816 -0.80831 -5.09425 0.00 0.00 0.03
H 3.07972 -2.80803 -4.09600 0.02 -0.01 -0.04
H 2.99787 -2.76194 -1.06390 0.01 -0.05 0.00
H 4.02146 -3.90639 -1.94739 0.01 0.03 -0.02
H 4.25012 -2.16068 -2.14678 -0.04 0.01 0.02
H 1.33855 -4.61429 -2.37974 0.00 -0.01 -0.02
H 0.96179 -4.20479 -4.05143 0.03 -0.01 -0.01
H 2.46705 -5.05639 -3.66193 0.00 0.00 0.01
H 0.65292 -3.27521 -1.05194 0.03 0.01 0.03
H 2.35470 -1.42009 3.27950 -0.06 -0.02 -0.02
H 2.95971 -3.68976 1.87888 0.04 -0.01 0.02
H 0.09561 -4.12050 2.82916 0.03 -0.01 0.01
H 1.46396 -5.17274 3.23364 0.00 0.02 0.00
H 1.41965 -3.49770 3.81237 -0.01 -0.01 -0.02
H 0.58035 -4.90787 0.42665 -0.02 -0.01 -0.03
H 2.16985 -4.62978 -0.29389 0.00 0.03 -0.04
H 1.99359 -5.74549 1.05670 0.01 0.01 -0.01
H 1.93671 1.16072 3.39897 0.02 0.01 0.04
H 0.14961 2.46732 1.28230 0.06 0.03 0.05
H 0.95960 3.30230 2.60107 -0.01 -0.03 0.01
H 1.91201 2.52010 1.32292 -0.02 0.03 0.03
H -1.08718 0.96282 3.03838 0.01 0.01 0.01
H -0.13862 0.17757 4.30966 -0.02 0.00 -0.01
H -0.29128 1.94779 4.27454 0.01 -0.04 -0.02
H -4.32768 -3.44920 -1.11567 0.03 0.01 0.00
H -0.58770 -4.73159 -1.37019 0.04 0.03 0.01
H -3.31485 -5.28678 -2.60643 0.02 -0.01 0.00
H -1.90558 -4.64736 -3.45687 -0.02 -0.02 0.00
H -1.86412 -6.28893 -2.78997 -0.02 0.01 0.01
H -3.18044 -5.65178 -0.05192 0.02 0.00 0.00
H -1.70299 -6.61590 -0.23807 -0.02 0.01 -0.01
H -1.71777 -5.19262 0.81868 -0.02 -0.02 0.00
H -5.20392 -0.72805 -1.42916 -0.03 0.00 -0.03
H -3.35100 1.23120 0.01991 -0.04 0.01 0.01
H -3.54408 1.13647 -1.72128 -0.02 0.02 0.03
H -4.91137 1.61253 -0.70576 0.02 0.01 0.01
H -4.47812 -0.49866 1.52244 -0.02 -0.01 -0.01
H -6.05608 -0.12172 0.80672 0.03 0.00 0.00
H -5.45950 -1.79108 0.82188 0.00 0.02 0.01
N 2.20383 3.75466 -1.22891 0.08 -0.13 -0.01
C 3.11599 2.74928 -1.02013 -0.07 0.06 0.04
C 4.49514 3.01126 -0.96333 0.04 0.01 0.00
C 5.35397 1.95559 -0.74807 0.00 0.01 -0.01
C 4.84554 0.66866 -0.59368 0.00 0.02 0.02
C 3.47275 0.51271 -0.67416 -0.09 -0.01 -0.06
N 2.62657 1.51689 -0.88753 -0.13 0.09 -0.07
H 2.47174 4.69379 -0.99732 0.01 0.00 0.02
H 1.23047 3.52196 -1.07307 -0.04 0.04 0.04
H 4.86411 4.02251 -1.08532 0.00 -0.01 0.00
H 6.42194 2.13244 -0.69818 0.00 0.01 0.01
H 5.49004 -0.17906 -0.40598 -0.01 -0.01 -0.01
H 3.00969 -0.46289 -0.55446 0.01 0.05 0.01
C 0.28942 5.13532 6.05329 -0.01 -0.05 -0.09
C -0.27525 6.51832 5.86892 -0.09 -0.07 -0.06
O 0.38760 7.51315 5.85771 -0.03 0.06 0.15
S -2.10914 6.58972 5.68302 0.19 0.18 -0.16
C -2.11504 5.85526 4.05543 -0.10 -0.16 0.15
C -1.52915 6.51317 2.97745 -0.02 -0.03 -0.03
C -1.45954 5.89312 1.74111 0.04 0.05 0.03
C -1.97112 4.60262 1.54111 0.06 -0.08 -0.06
C -2.63039 3.99372 2.61717 -0.02 -0.03 0.09
C -2.68641 4.60102 3.86128 -0.02 0.01 -0.10
C -1.75146 3.89460 0.31795 -0.05 0.19 0.04
C -1.42497 3.24712 -0.67695 0.04 0.24 0.01
H 1.33532 5.11314 5.75164 -0.01 0.03 0.01
H -0.28895 4.39967 5.49680 0.03 0.00 0.01
H 0.21821 4.88982 7.11589 -0.03 0.01 -0.02
H -1.11326 7.50318 3.11839 0.01 0.00 0.00
H -0.98462 6.39491 0.90801 0.03 -0.01 0.02
H -3.07264 3.01695 2.46877 0.04 -0.03 0.02
H -3.16703 4.10217 4.69402 0.02 -0.03 -0.01

No. 3
114
Properties=species:S:1:pos:R:3:forces:R:3 method="wB97M-V/def2-TZVPD" homo_ev="-6.431 / -6.428" gap_ev="5.837 / 5.631"
Y -1.36765 0.60337 1.52068 -0.36 -0.32 -0.17
C -0.21563 -2.61436 2.10771 -0.78 -0.12 -0.07
Si -2.04620 -2.65390 2.66791 0.54 -0.59 -0.11
C -3.10313 -3.79699 1.54309 0.46 0.50 0.48
C -1.95870 -3.44266 4.41653 -0.30 0.51 -0.58
N -2.50794 -0.99576 2.50994 0.47 -0.34 -0.11
C -3.61760 -0.46651 3.15244 -0.82 0.47 0.46
C -4.52385 -1.26854 3.84616 0.13 0.21 -0.19
C -5.56533 -0.74407 4.58428 -0.28 0.24 0.19
C -5.73336 0.62825 4.64291 -0.20 -0.29 0.15
C -4.88508 1.44641 3.92300 0.28 -0.10 -0.20
C -3.83834 0.94872 3.14327 -0.74 -0.77 0.57
N -3.02085 1.76882 2.37905 0.72 0.41 -0.48
Si -3.24798 3.48466 2.33651 0.09 1.10 -0.12
C -4.96658 4.08213 1.71092 0.58 -0.42 0.42
C -2.04108 4.27507 1.08139 -0.37 -0.47 0.43
C -2.80524 4.30179 4.01784 -0.32 -0.43 -0.64
H 0.35322 -3.41639 2.56510 0.15 -0.12 0.22
H 0.24433 -1.66628 2.40469 0.17 -0.03 0.06
H -0.10254 -2.71939 1.03425 0.06 0.07 -0.18
H -2.67834 -4.79146 1.45294 0.15 -0.23 0.03
H -3.20087 -3.38136 0.54410 0.05 0.14 -0.17
H -4.10538 -3.90328 1.94624 -0.21 -0.02 0.11
H -1.59728 -4.46556 4.35255 0.11 -0.17 -0.16
H -2.91967 -3.46913 4.91673 -0.18 -0.03 0.12
H -1.27733 -2.89290 5.05998 0.15 0.15 0.05
H -4.40254 -2.33681 3.80450 0.01 -0.25 0.01
H -6.23500 -1.40228 5.11761 -0.06 -0.07 0.05
H -6.52422 1.06052 5.23936 -0.06 0.03 0.02
H -5.02523 2.51155 3.96833 -0.10 0.23 0.04
H -5.18846 3.66299 0.73260 0.05 -0.12 -0.18
H -4.98033 5.16393 1.61330 0.11 0.22 0.01
H -5.77905 3.80168 2.37139 -0.17 -0.05 0.12
H -2.30880 4.05282 0.05248 -0.07 -0.05 -0.17
H -1.01274 3.96644 1.24558 0.21 0.01 0.02
H -2.07424 5.35474 1.18990 -0.07 0.22 0.13
H -3.50449 4.03274 4.80185 -0.14 -0.05 0.17
H -2.79117 5.38422 3.94059 -0.03 0.23 -0.09
H -1.81833 3.97944 4.34191 0.17 -0.09 -0.03
Br -2.13912 3.18552 -5.00087 0.03 -0.13 0.30
C -1.92699 2.51673 -3.23818 -0.19 -0.02 -0.14
C -2.92674 1.73682 -2.66260 0.13 0.05 -0.05
C -2.71364 1.26691 -1.38387 -0.17 -0.05 -0.07
N -1.62300 1.54855 -0.66341 0.31 0.45 -0.52
C -0.66314 2.32608 -1.22054 -0.74 -0.06 -0.75
C -0.78822 2.80780 -2.53015 -0.03 -0.14 0.41
C 0.89520 2.37754 0.89103 0.52 -0.04 -0.05
C 2.08767 3.30082 0.75006 -0.20 -0.02 0.31
C 3.22346 2.50505 1.25001 0.13 -0.25 -0.10
Br 4.95118 2.68096 0.47405 -0.14 -0.04 0.05
C 3.01608 1.71329 2.33894 0.09 0.06 -0.17
C 1.71554 1.31391 2.70739 -0.19 -0.13 0.27
N 0.67417 1.49963 1.86420 0.75 0.38 0.49
H -3.82949 1.50032 -3.19956 -0.09 -0.06 -0.02
H -3.45780 0.62975 -0.90901 0.06 0.12 -0.03
H 0.00734 3.39788 -2.94965 0.06 0.06 -0.08
H 2.02213 4.26232 1.28194 -0.12 0.08 0.06
H 3.85417 1.28252 2.86587 0.06 0.02 0.13
H 1.53961 0.73969 3.60635 0.00 -0.08 -0.06
C 0.69722 6.27072 -1.90613 0.40 -0.54 0.09
Si 2.07414 4.95122 -1.79436 0.18 0.45 -0.32
C 2.46419 4.35750 -3.56796 -0.12 0.15 0.57
C 3.58843 5.82413 -1.03968 -0.44 -0.39 -0.26
C 1.59856 3.52278 -0.67961 -0.65 0.08 -0.43
C 0.49346 2.68320 -0.44830 1.09 0.35 0.32
H 1.05475 7.14794 -2.43631 0.17 0.15 -0.15
H 0.38609 6.59235 -0.91756 -0.04 0.02 0.24
H -0.18417 5.91622 -2.42852 -0.23 -0.15 -0.11
H 3.11621 5.06433 -4.07230 0.12 0.20 -0.05
H 1.56697 4.27069 -4.17557 -0.16 -0.03 -0.09
H 2.96544 3.39453 -3.56907 0.08 -0.18 0.06
H 3.79268 6.75952 -1.55254 -0.10 0.17 -0.19
H 4.48690 5.22108 -1.10446 0.13 -0.19 0.02
H 3.42542 6.06418 0.00683 -0.06 0.00 0.21
C 0.24536 -6.80878 -2.38073 0.09 0.14 0.20
C 0.38862 -5.61587 -1.44372 -0.23 0.00 -0.08
C -0.63519 -4.50778 -1.69873 0.24 0.00 0.00
C -0.35942 -3.66550 -2.94848 -0.64 -0.20 0.23
N 0.93991 -3.04587 -2.89002 0.38 0.45 0.28
C 1.26617 -1.99615 -2.09376 -0.14 0.16 0.15
Se 0.06405 -0.95582 -1.17392 -0.20 0.12 -0.21
N 2.59380 -1.75325 -2.22019 -0.59 -0.27 -0.05
C 3.34357 -0.77347 -1.47234 0.45 0.42 0.40
C 4.39182 -1.42462 -0.56689 -0.18 -0.26 -0.05
C 3.79914 -2.37899 0.47087 0.08 0.21 0.10
C 3.14558 -1.62521 1.61838 0.03 -0.17 -0.14
C 3.12593 -2.64912 -3.12019 -0.12 -0.57 -0.47
C 4.40914 -2.80050 -3.62667 -0.10 0.09 0.04
C 4.61257 -3.81949 -4.53905 0.11 0.04 -0.02
C 3.57110 -4.64120 -4.96080 -0.01 -0.05 -0.04
C 2.28460 -4.47876 -4.48140 -0.12 0.05 0.07
C 2.07103 -3.47893 -3.54389 0.87 0.14 -0.17
H 0.97450 -7.57554 -2.12984 0.05 -0.11 -0.05
H 0.40454 -6.52357 -3.41614 -0.01 -0.02 -0.19
H -0.74774 -7.24125 -2.29150 -0.13 -0.09 -0.04
H 1.40102 -5.21338 -1.51827 0.07 0.04 0.11
H 0.25421 -5.96135 -0.41803 0.09 0.02 0.07
H -0.65748 -3.83337 -0.83847 -0.08 -0.01 -0.10
H -1.62882 -4.94695 -1.79512 -0.12 0.02 0.02
H -1.11000 -2.87296 -3.02423 0.11 -0.08 -0.05
H -0.40144 -4.26760 -3.85644 0.04 0.04 0.01
H 2.62581 -0.20402 -0.87802 0.06 0.03 -0.14
H 3.83379 -0.09045 -2.17295 -0.12 0.00 0.02
H 4.92366 -0.62084 -0.05545 0.08 0.05 -0.04
H 5.11181 -1.96767 -1.17956 0.09 0.07 0.01
H 4.60032 -3.00619 0.86861 -0.03 -0.07 -0.08
H 3.06715 -3.04278 0.00286 0.04 -0.11 -0.05
H 3.87135 -0.96324 2.08374 0.03 0.10 0.08
H 2.77281 -2.31177 2.37374 -0.09 -0.04 0.10
H 2.30961 -1.02563 1.26334 -0.06 0.10 0.04
H 5.21130 -2.13650 -3.34210 0.04 -0.02 0.04
H 5.60180 -3.97577 -4.94073 0.08 0.01 -0.06
H 3.77012 -5.41282 -5.69006 0.00 -0.05 -0.02
H 1.48221 -5.10218 -4.83990 -0.10 -0.08 -0.01

no.,total energy (hartree)
1,-10938.1716
2,-2734.6363
3,-10420.8272